Here is the molecule C2H2N2O from OMol25. Energies are from wB97M-V/def2-TZVPD.

The HOMO-LUMO gap comes out at 8.7 eV. As for the total energy: -7128.8156 eV. The value obtained for the relative energy (zero: lowest compared OMol25 entry of this formula, charge and spin) is 115.9 kcal/mol. The calculation puts the HOMO energy at -10.1 eV.

Each line ends with the natural charge from an NBO analysis.
CARTESIAN COORDINATES (ANGSTROEM)
O1 -0.46440 -2.20114 -0.28539  -0.4702
C1 0.10485 -1.14324 -0.25753  0.2958
C2 -0.20062 -0.19314 0.82686  0.2504
N1 -0.82491 0.83465 0.43377  -0.1350
N2 -0.24010 1.89244 0.05928  -0.3648
H1 0.87148 -0.82568 -1.01129  0.1420
H2 0.75370 1.63610 0.23429  0.2819

---

Here is the ion C6H17N2 with charge +1 from OMol25. Energies are from wB97M-V/def2-TZVPD.

The HOMO-LUMO gap comes out at 9.8 eV. As for the charge: +1. As for the total energy: -9470.2949 eV. The SMILES is CCCNCC[NH2+]C. The value obtained for the relative energy (zero: lowest compared OMol25 entry of this formula, charge and spin) is 40.1 kcal/mol. The calculation puts the HOMO energy at -12.8 eV.

Each line ends with the natural charge from an NBO analysis.
CARTESIAN COORDINATES (ANGSTROEM)
C1 0.96162 -0.46843 0.62517  -0.2523
N1 0.61351 0.87106 0.10259  -0.6836
C2 0.03179 0.91513 -1.27190  -0.2254
C3 0.76160 -0.01333 -2.27526  -0.4290
C4 0.64642 0.36553 -3.76264  -0.6172
C5 0.40104 -0.55095 2.07411  -0.2210
N2 -0.99727 0.09003 2.09448  -0.5034
C6 -1.92393 -0.70265 2.98389  -0.4230
H1 0.51478 -1.16849 -0.05435  0.2148
H2 2.03695 -0.59293 0.80461  0.2268
H3 1.35214 1.55769 0.12641  0.3890
H4 -1.04121 0.94170 -1.36773  0.1920
H5 0.34229 1.93170 -1.52757  0.2021
H6 0.06340 -0.85467 -2.12212  0.1888
H7 1.78300 -0.28758 -1.98886  0.2170
H8 -0.00140 1.23355 -3.93418  0.2131
H9 1.60213 0.61333 -4.22964  0.2259
H10 0.22548 -0.50043 -4.26465  0.2223
H11 0.24311 -1.63387 2.19342  0.2238
H12 1.04924 -0.05426 2.79484  0.2358
H13 -0.95665 1.09316 2.25131  0.4550
H14 -1.32452 -0.05354 1.13206  0.4366
H15 -2.92996 -0.54425 2.60030  0.2361
H16 -1.83034 -0.42807 4.02854  0.2421
H17 -1.62324 -1.75943 2.98714  0.2339

---

Copy entry 2 word for word.
Here is the ion C6H17N2 with charge +1 from OMol25. Energies are from wB97M-V/def2-TZVPD.

The HOMO-LUMO gap comes out at 9.8 eV. As for the charge: +1. As for the total energy: -9470.2949 eV. The SMILES is CCCNCC[NH2+]C. The value obtained for the relative energy (zero: lowest compared OMol25 entry of this formula, charge and spin) is 40.1 kcal/mol. The calculation puts the HOMO energy at -12.8 eV.

Each line ends with the natural charge from an NBO analysis.
CARTESIAN COORDINATES (ANGSTROEM)
C1 0.96162 -0.46843 0.62517  -0.2523
N1 0.61351 0.87106 0.10259  -0.6836
C2 0.03179 0.91513 -1.27190  -0.2254
C3 0.76160 -0.01333 -2.27526  -0.4290
C4 0.64642 0.36553 -3.76264  -0.6172
C5 0.40104 -0.55095 2.07411  -0.2210
N2 -0.99727 0.09003 2.09448  -0.5034
C6 -1.92393 -0.70265 2.98389  -0.4230
H1 0.51478 -1.16849 -0.05435  0.2148
H2 2.03695 -0.59293 0.80461  0.2268
H3 1.35214 1.55769 0.12641  0.3890
H4 -1.04121 0.94170 -1.36773  0.1920
H5 0.34229 1.93170 -1.52757  0.2021
H6 0.06340 -0.85467 -2.12212  0.1888
H7 1.78300 -0.28758 -1.98886  0.2170
H8 -0.00140 1.23355 -3.93418  0.2131
H9 1.60213 0.61333 -4.22964  0.2259
H10 0.22548 -0.50043 -4.26465  0.2223
H11 0.24311 -1.63387 2.19342  0.2238
H12 1.04924 -0.05426 2.79484  0.2358
H13 -0.95665 1.09316 2.25131  0.4550
H14 -1.32452 -0.05354 1.13206  0.4366
H15 -2.92996 -0.54425 2.60030  0.2361
H16 -1.83034 -0.42807 4.02854  0.2421
H17 -1.62324 -1.75943 2.98714  0.2339

---

The lowest total energy belongs to which entry?
C6H17N2

---

The lowest HOMO energy belongs to which entry?
C6H17N2

---

Which value of total energy does entry 1 give?
-7128.8156 eV